Entry 1:
Formula: C7H14O2
Source: the OMol25 dataset
Level of theory: ωB97M-V/def2-TZVPD

Each line ends with the natural charge from an NBO analysis.
CARTESIAN COORDINATES (ANGSTROEM)
C -0.57151 -0.28364 2.25160  -0.72
C -1.52007 0.85650 -1.09917  -0.60
C 0.42422 1.62010 0.28744  -0.62
C -0.81561 -0.55668 0.79360  0.64
C -0.34220 0.41117 -0.22725  -0.19
O -1.29697 -1.64490 0.44084  -0.60
H -0.69721 -1.92699 -0.98471  0.50
H -0.94725 0.69819 2.52725  0.23
H 0.49686 -0.30517 2.46150  0.24
H -1.06491 -1.04944 2.84484  0.24
H -1.16447 1.49995 -1.90231  0.21
H -2.24188 1.41424 -0.50190  0.20
H -2.02255 0.00092 -1.54284  0.24
H 1.22544 1.34702 0.96974  0.21
H 0.86767 2.15373 -0.55299  0.22
H -0.23985 2.30803 0.81103  0.21
C 1.88003 -1.04920 -0.50573  -0.65
C 0.64634 -0.54481 -1.24983  0.17
O -0.09434 -1.56011 -1.77920  -0.75
H 0.91466 0.16932 -2.03751  0.17
H 2.48310 -0.23074 -0.12162  0.20
H 2.48947 -1.62625 -1.19966  0.23
H 1.59103 -1.70129 0.31687  0.20

Forces on the atoms, in the same order (eV/Å):
C -0.42 -0.28 -0.01
C -0.01 -0.11 0.11
C -0.07 -0.23 0.08
C 0.13 -1.21 0.19
C 0.94 -0.80 -1.81
O -0.03 1.06 0.86
H 1.44 0.94 -1.92
H 0.02 0.15 0.04
H 0.11 0.04 -0.06
H 0.01 0.00 0.02
H 0.04 0.07 -0.04
H -0.07 0.10 -0.01
H 0.00 0.00 0.00
H 0.09 0.01 0.04
H -0.01 0.03 -0.03
H -0.02 0.09 0.01
C -0.14 0.19 -0.29
C -0.66 1.63 1.71
O -1.53 -1.49 0.98
H 0.08 -0.12 -0.01
H 0.10 0.09 0.06
H 0.03 -0.06 0.02
H -0.01 -0.10 0.07

* E_tot: -11580.792 eV
* orbital gap: 0.369 hartree
* highest occupied orbital energy: -9.3 eV
* spin multiplicity: 1
* structure (SMILES): CC(=O)C(C)(C)[C@@H](C)O
* energy relative to the best compared isomer or geometry (same formula, charge and spin): 11.9 kcal/mol
* maximum force: 2.58 eV/A



Entry 2:
Formula: C22H44Cl4O11
Source: the OMol25 dataset
Level of theory: ωB97M-V/def2-TZVPD

Each line ends with the Mulliken spin population.
CARTESIAN COORDINATES (ANGSTROEM)
C -1.39632 2.19417 4.49711  0.00
Cl -0.88823 0.62870 5.06101  0.00
Cl -3.16040 2.28591 4.11624  0.00
H -1.19737 2.94208 5.26467  0.00
H -0.88105 2.47981 3.58004  0.00
C -0.50348 0.39089 0.39828  0.00
Cl -0.79360 2.10253 0.87232  0.00
Cl -0.86946 -0.63657 1.88823  0.00
H -1.23078 0.02732 -0.32764  0.00
H 0.50663 0.26448 0.00865  0.00
C 6.69336 3.44499 3.19215  0.00
C 5.70765 2.96785 2.19226  0.00
O 4.75335 2.19890 2.95354  0.00
C 4.21758 0.99658 2.44583  0.00
O 4.50418 0.46169 1.31668  0.00
O 3.25694 0.59448 3.26267  0.00
C 2.55448 -0.58198 3.04205  0.00
H 7.25143 4.33048 2.88791  0.00
H 7.45532 2.69988 3.42090  0.00
H 6.26291 3.76701 4.14037  0.00
H 6.19911 2.30360 1.48139  0.00
H 5.11655 3.72388 1.67543  0.00
H 1.86440 -0.55825 3.88546  0.00
H 3.17996 -1.46010 3.20262  0.00
H 1.93167 -0.72074 2.15834  0.00
O -3.35150 -3.19958 2.50416  0.00
C -2.47652 -3.93216 2.14319  0.00
O -2.03889 -4.15040 0.91654  0.00
C -2.52085 -3.46117 -0.23818  0.00
C -2.74240 -4.56324 -1.30349  0.00
C -1.84648 -4.94552 3.05758  0.00
H -1.90378 -2.63501 -0.59142  0.00
H -3.55070 -3.16768 -0.03478  0.00
H -1.86487 -5.16290 -1.54527  0.00
H -3.09925 -4.15586 -2.24943  0.00
H -3.50340 -5.31961 -1.11146  0.00
H -0.81922 -5.04912 2.70816  0.00
H -2.32603 -5.92061 2.97194  0.00
H -1.88630 -4.63194 4.10073  0.00
O -5.59906 -0.92287 -0.55718  0.82
C -4.64780 -0.26598 -0.11290  -0.01
O -3.63941 0.39224 -0.72801  0.07
C -3.60616 0.38045 -2.18188  0.00
C -2.71243 1.51521 -2.69801  0.00
C -4.46771 -0.13016 1.34065  0.06
H -4.59735 0.61200 -2.57179  0.00
H -3.29002 -0.55536 -2.64276  0.00
H -1.80225 1.51532 -2.09828  0.00
H -3.13762 2.50561 -2.53547  0.00
H -2.36746 1.34514 -3.71789  0.00
H -3.97856 -1.00046 1.77815  0.00
H -5.44701 -0.19315 1.81510  0.01
H -4.00693 0.84750 1.48190  0.04
O -0.20645 -1.20666 -2.19643  0.00
C 0.40173 -1.68417 -3.17515  0.00
O 0.95531 -2.86758 -3.34043  0.00
C 0.90803 -3.73176 -2.17019  0.00
C 1.56292 -5.09098 -2.28497  0.00
C 0.42528 -0.82944 -4.42738  0.00
H -0.14300 -3.86332 -1.91304  0.00
H 1.42273 -3.15905 -1.39871  0.00
H 0.94362 -5.74773 -2.89590  0.00
H 1.46711 -5.60620 -1.32921  0.00
H 2.62166 -5.09052 -2.54415  0.00
H -0.30546 -1.16015 -5.16546  0.00
H 1.42285 -0.99067 -4.83597  0.00
H 0.41725 0.21655 -4.12087  0.00
O 2.54257 2.58759 -1.93009  0.00
C 1.99161 3.36818 -1.18358  0.00
O 1.10106 4.34194 -1.48716  0.00
C 0.72704 4.56340 -2.84984  0.00
C -0.64440 5.12358 -2.74826  0.00
C 2.40524 3.32158 0.30313  0.00
H 0.69754 3.61863 -3.39264  0.00
H 1.42888 5.19480 -3.39469  0.00
H -1.10240 5.42474 -3.69040  0.00
H -0.52494 6.04821 -2.18355  0.00
H -1.35590 4.51561 -2.18947  0.00
H 2.82620 2.35692 0.58653  0.00
H 1.62108 3.58607 1.01253  0.00
H 3.08781 4.16202 0.42903  0.00

Forces on the atoms, in the same order (eV/Å):
C -0.29 0.89 -0.28
Cl 0.01 -0.20 0.14
Cl 0.42 -0.15 0.10
H -0.15 -0.24 -0.04
H -0.02 -0.34 0.17
C -0.76 -0.31 0.99
Cl -0.01 -0.71 -0.66
Cl 0.48 0.41 -1.13
H 0.26 0.51 0.05
H -0.08 -0.04 0.46
C 1.19 1.08 0.86
C -0.40 -1.07 -0.27
O -1.70 -3.06 -0.47
C 1.57 0.55 -4.13
O -0.95 2.09 4.75
O 1.19 1.69 -0.22
C -0.92 -1.61 1.21
H -0.03 0.00 -0.51
H -0.20 -0.20 -0.02
H -0.41 -0.25 -0.06
H -0.21 0.15 -0.26
H 0.34 0.18 0.01
H -0.21 -0.26 -0.08
H 0.20 0.05 -0.34
H 0.57 0.66 -0.42
O -0.58 1.43 -0.60
C -0.45 -1.69 1.20
O 1.04 0.62 -1.02
C -1.88 -1.89 -0.59
C 0.34 -0.07 -0.80
C 0.77 0.24 0.06
H 0.30 -0.16 0.34
H 0.06 0.77 0.31
H 0.31 0.29 0.16
H 0.23 0.47 -0.09
H -0.13 0.28 0.90
H 0.10 -0.25 0.37
H -0.14 0.12 -0.18
H -0.01 0.07 -0.19
O 0.65 0.52 -0.37
C 3.13 1.30 -0.68
O -2.48 -1.90 0.02
C -0.23 1.26 -2.41
C 0.68 -0.27 1.39
C -1.70 -0.28 1.28
H -0.34 -0.32 0.38
H 0.16 -0.31 0.84
H 0.25 -0.06 0.00
H -0.26 -0.15 -0.35
H -0.46 0.01 -0.02
H 0.72 -0.21 -0.30
H -0.13 0.36 0.18
H 0.23 -0.13 0.23
O 1.28 -1.97 -0.68
C -2.23 2.26 0.05
O 0.01 -0.49 0.49
C 0.29 0.30 0.91
C -0.61 -0.27 -0.33
C 1.72 -0.58 0.40
H 0.10 0.16 0.12
H -0.27 -0.04 0.25
H 0.45 0.06 -0.68
H 0.15 0.44 0.40
H -0.22 0.07 -0.28
H -0.09 0.26 0.17
H -0.05 0.02 -0.52
H -0.61 -0.12 -0.22
O -1.14 0.91 -0.49
C 1.12 -0.97 1.10
O 1.06 -0.57 0.37
C -0.29 -1.39 -0.60
C -0.63 1.57 0.15
C -0.96 1.03 -0.23
H 0.27 -0.23 0.13
H 0.07 0.22 0.39
H 0.20 -0.25 -0.18
H -0.34 0.16 0.13
H 0.25 -0.30 -0.07
H 0.20 0.24 -0.40
H -0.32 -0.14 -0.28
H 0.53 -0.27 -0.02

* E_tot: -96129.740 eV
* total charge: +1
* orbital gap (alpha / beta): 0.299 / 0.109 hartree
* highest occupied orbital energy (alpha / beta): -12.1 / -12.1 eV
* spin multiplicity: 2
* maximum force: 5.28 eV/A



Entry 3:
Formula: C4H2BrN2OP
Source: the OMol25 dataset
Level of theory: ωB97M-V/def2-TZVPD

Each line ends with the natural charge from an NBO analysis.
CARTESIAN COORDINATES (ANGSTROEM)
C 4.10167 2.73373 0.02101  0.17
C 3.75152 1.44928 0.03422  -0.06
C 3.52859 0.17974 0.08661  0.20
C 1.23838 0.30465 0.36227  0.20
N 4.38767 3.85875 0.00685  -0.21
N 1.04053 1.49897 0.35811  -0.26
O 2.31672 -0.46812 0.23786  -0.49
P -0.27435 -0.81798 0.58718  0.32
Br 4.86195 -1.18637 -0.05320  0.12
H -0.47628 -0.94875 -0.79328  0.00
H -1.17178 0.24259 0.69129  0.00

Forces on the atoms, in the same order (eV/Å):
C 0.29 0.52 -0.07
C -1.08 -0.84 0.20
C 0.39 -0.72 -0.09
C -1.80 -1.69 0.22
N 0.10 0.23 0.00
N 0.80 2.02 -0.09
O 1.52 -0.13 -0.15
P 0.29 -0.12 0.17
Br -0.22 0.55 0.02
H -0.05 -0.11 -0.27
H -0.25 0.29 0.07

* E_tot: -88533.438 eV
* orbital gap (alpha / beta): 0.301 / 0.276 hartree
* highest occupied orbital energy (alpha / beta): -9.8 / -9.8 eV
* spin multiplicity: 1
* energy relative to the best compared isomer or geometry (same formula, charge and spin): 77.1 kcal/mol
* maximum force: 2.48 eV/A